Record 1
DFT (ωB97M-V/def2-TZVPD) results for a cluster of 4 separate species, C33H70BBrF4N8O14 in total in a non-equilibrium geometry.

Last column: Löwdin charge in e.
Element x y z (Å)
C  5.1111  -4.7854  8.4979  -0.058
C  4.0638  -3.8089  7.8123  -0.231
O  4.8176  -2.6546  7.4070  -0.195
C  4.0620  -1.7516  6.5788  -0.255
N  2.6109  -1.9671  6.6639  0.125
C  1.8527  -0.7838  7.1648  -0.670
O  0.9499  -1.0207  7.9722  0.022
O  2.1162  0.3911  6.8113  0.009
C  2.0197  -2.5427  5.5516  -0.154
N  1.0634  -3.4039  5.7718  0.012
O  0.6731  -3.7343  7.0322  0.098
C  0.3679  -4.1129  4.6656  -0.048
O  1.2426  -5.0925  4.1029  0.073
C  0.9472  -6.3619  4.5241  -0.658
F  0.8105  -6.4877  5.8534  0.178
F  -0.1448  -6.8258  3.8531  0.151
F  1.9858  -7.1464  4.1574  0.163
N  2.3478  -2.3155  4.1754  0.223
B  1.8130  -1.0253  3.7015  -0.617
O  2.5051  -0.0229  2.9966  0.144
N  0.3501  -0.8076  3.9406  -0.101
C  0.0929  0.5019  4.6079  -0.079
C  -0.1982  -0.7028  2.5397  -0.076
C  3.7949  -2.5184  4.0485  -0.364
F  3.9770  -3.8708  4.4561  -0.046
C  4.3746  -2.4697  2.5781  -0.120
N  4.8186  -3.8324  2.1400  -0.112
C  6.1959  -3.8071  1.5899  -0.140
C  4.6622  -1.7202  5.1115  -0.440
Br  6.3934  -2.7557  5.1847  0.979
C  5.0740  -0.2668  4.6826  -0.083
C  6.4386  0.1233  5.3470  -0.576
O  6.5733  0.2182  6.5187  0.134
O  7.5197  0.4134  4.5307  0.064
H  5.1342  -5.7803  8.0042  0.071
H  4.8955  -4.8522  9.5926  0.072
H  6.1317  -4.3284  8.4382  0.078
H  3.6224  -4.3527  6.9405  0.110
H  3.3011  -3.5529  8.5853  0.126
H  4.2649  -0.7462  7.0239  0.163
H  -0.2421  -3.3948  7.1099  0.154
H  -0.5356  -4.6074  5.0994  0.161
H  -0.0194  -3.4012  3.9028  0.148
H  2.4993  -0.1829  2.0369  0.107
H  -0.7754  1.0407  4.1500  0.092
H  -0.2225  0.2987  5.6641  0.088
H  0.9684  1.1831  4.6705  0.088
H  0.3969  -1.3760  1.8610  0.096
H  -0.1679  0.3390  2.1461  0.082
H  -1.2599  -1.0479  2.5714  0.096
H  3.6566  -2.1293  1.7995  0.127
H  5.2888  -1.8359  2.4856  0.102
H  4.2252  -4.0714  1.3425  0.099
H  6.9012  -3.9755  2.4303  0.054
H  6.4107  -2.8953  0.9812  0.081
H  6.2841  -4.6785  0.8923  0.087
H  5.0344  -0.0635  3.5946  0.112
H  4.3263  0.4301  5.1544  0.142
H  7.4730  -0.2486  3.8146  0.093
C  -1.1203  2.7485  -3.9812  -0.090
O  0.0518  3.5056  -3.7242  -0.186
C  -0.2161  4.7837  -3.1549  -0.207
C  0.2948  4.8481  -1.7228  -0.198
N  -0.5096  4.0129  -0.8290  -0.055
C  0.0785  3.8440  0.4983  -0.187
C  1.4077  3.0912  0.5887  -0.212
O  1.3121  1.7153  0.2410  -0.202
C  1.4399  1.4398  -1.1469  -0.087
H  -0.8311  1.8517  -4.5259  0.070
H  -1.5988  2.4431  -3.0486  0.056
H  -1.8282  3.3147  -4.5961  0.098
H  -1.2776  5.0446  -3.2131  0.121
H  0.3370  5.5141  -3.7534  0.121
H  0.2554  5.8845  -1.3744  0.123
H  1.3428  4.5253  -1.7327  0.104
H  -0.6241  3.0952  -1.2446  0.067
H  -0.6555  3.2961  1.0978  0.117
H  0.1919  4.8279  0.9654  0.121
H  1.7173  3.1081  1.6380  0.122
H  2.2114  3.5816  0.0292  0.112
H  2.0929  2.1532  -1.6539  0.091
H  0.4560  1.4238  -1.6218  0.077
H  1.8666  0.4414  -1.2542  0.084
C  -7.2611  -0.5798  -1.4591  -0.117
O  -7.2226  0.6246  -2.2042  -0.199
C  -7.8016  1.7332  -1.5177  -0.213
C  -6.7342  2.7581  -1.1657  -0.213
N  -5.8470  2.2552  -0.1206  -0.053
C  -4.6594  3.0833  0.0925  -0.193
C  -3.6509  3.1820  -1.0549  -0.225
O  -2.9841  1.9558  -1.3391  -0.215
C  -3.6712  1.0950  -2.2359  -0.095
H  -6.9176  -1.3865  -2.1072  0.088
H  -6.5948  -0.5287  -0.5919  0.078
H  -8.2795  -0.8075  -1.1310  0.088
H  -8.3620  1.4192  -0.6320  0.122
H  -8.5111  2.1948  -2.2109  0.120
H  -7.2177  3.6753  -0.8169  0.123
H  -6.1788  2.9873  -2.0835  0.103
H  -5.5430  1.3218  -0.3682  0.066
H  -4.1383  2.6637  0.9580  0.118
H  -4.9762  4.0922  0.3768  0.120
H  -2.8680  3.8748  -0.7381  0.097
H  -4.0855  3.6130  -1.9643  0.113
H  -4.2709  1.6468  -2.9635  0.091
H  -4.3003  0.3946  -1.6816  0.074
H  -2.9277  0.5060  -2.7749  0.088
C  -0.2332  -0.3061  -10.8416  -0.116
O  -0.6523  1.0246  -10.5940  -0.197
C  -1.9508  1.3134  -11.1086  -0.213
C  -2.9327  1.5543  -9.9721  -0.212
N  -3.2200  0.3147  -9.2546  -0.052
C  -3.9595  0.5126  -8.0089  -0.197
C  -3.2598  1.2854  -6.8872  -0.225
O  -2.1360  0.6124  -6.3369  -0.198
C  -0.9151  0.8355  -7.0270  -0.101
H  0.8078  -0.3936  -10.5294  0.089
H  -0.8265  -1.0210  -10.2625  0.078
H  -0.2979  -0.5477  -11.9065  0.088
H  -2.3066  0.5308  -11.7853  0.122
H  -1.8593  2.2359  -11.6896  0.120
H  -3.8637  1.9579  -10.3808  0.123
H  -2.4921  2.3068  -9.3068  0.104
H  -2.3467  -0.1482  -9.0354  0.067
H  -4.1993  -0.4838  -7.6268  0.119
H  -4.9141  0.9987  -8.2359  0.119
H  -3.9769  1.3788  -6.0655  0.116
H  -2.9985  2.3091  -7.1778  0.109
H  -0.8721  1.8251  -7.4871  0.095
H  -0.7596  0.0606  -7.7814  0.073
H  -0.1007  0.7523  -6.3066  0.082

Values from the calculation:
* HOMO level: -8.433 eV


Record 2
DFT (ωB97M-V/def2-TZVPD) results for a cluster of 6 separate species, C33H70BBrO16P in total.

Last column: Löwdin charge in e.
Element x y z (Å)
C  -3.0203  3.8132  2.9701  -0.107
C  -3.5604  2.3868  2.9362  -0.245
C  -4.4971  2.1361  1.7354  -0.211
C  -4.3317  0.7409  1.1330  -0.198
C  -3.2513  0.5970  0.0604  -0.209
C  -3.3035  1.5762  -1.1045  -0.213
C  -2.0496  1.4855  -1.9753  -0.207
C  -0.7312  1.7582  -1.2431  -0.196
C  -0.7443  2.9362  -0.2799  -0.214
C  0.4411  2.9274  0.6847  -0.200
C  0.3506  1.8054  1.7365  -0.218
C  1.2924  0.6342  1.4805  -0.289
C  1.0801  -0.5139  2.4742  -0.295
B  -0.0951  -1.5816  2.0834  -0.713
P  0.1129  -2.5955  0.4129  0.533
O  -0.7685  -1.6332  -0.6442  -0.475
Br  2.2815  -2.2061  -0.2855  0.151
H  -2.5300  4.0510  2.0260  0.057
H  -2.2903  3.9357  3.7692  0.072
H  -3.8592  4.4940  3.1153  0.055
H  -2.7484  1.6590  2.9286  0.095
H  -4.1381  2.2208  3.8474  0.101
H  -5.5300  2.2430  2.0734  0.103
H  -4.3468  2.9273  1.0009  0.088
H  -5.2829  0.3535  0.7624  0.104
H  -4.0471  0.0758  1.9529  0.108
H  -3.3616  -0.4005  -0.3765  0.119
H  -2.2637  0.5959  0.5293  0.073
H  -3.4375  2.6112  -0.7894  0.089
H  -4.1665  1.3314  -1.7306  0.113
H  -2.1567  2.1191  -2.8586  0.100
H  -2.0019  0.4557  -2.3463  0.105
H  -0.4125  0.8477  -0.7388  0.076
H  0.0297  1.9663  -2.0001  0.113
H  -0.7234  3.8695  -0.8519  0.113
H  -1.6510  2.9582  0.3276  0.076
H  0.4296  3.8863  1.2080  0.096
H  1.3776  2.8312  0.1327  0.109
H  -0.6799  1.4428  1.8022  0.085
H  0.5885  2.2275  2.7162  0.106
H  1.1573  0.2925  0.4529  0.041
H  2.3170  1.0181  1.5480  0.105
H  2.0221  -1.0253  2.6817  0.061
H  0.7871  -0.0520  3.4271  0.075
H  -0.1343  -2.4681  2.9247  0.008
H  -1.1998  -1.0450  1.9719  0.028
H  -1.2050  -0.9846  -0.0792  -0.049
C  3.4163  -2.4434  8.4364  -0.069
C  2.0367  -2.9301  8.0467  -0.220
O  1.9169  -3.1240  6.6349  0.042
C  2.4640  -4.2438  6.1605  -0.613
O  3.0054  -5.0974  6.8215  0.108
O  2.3053  -4.2555  4.8463  0.020
C  2.8887  -5.3764  4.1801  -0.029
H  3.6696  -1.5415  7.8783  0.082
H  3.4460  -2.2155  9.5028  0.075
H  4.1699  -3.2001  8.2237  0.073
H  1.2851  -2.1798  8.2857  0.121
H  1.7767  -3.8524  8.5668  0.120
H  2.5372  -6.3113  4.6114  0.095
H  3.9754  -5.3276  4.2400  0.096
H  2.5798  -5.3081  3.1414  0.089
C  -8.8687  4.7410  7.3784  -0.067
C  -7.7039  3.8058  7.1366  -0.212
O  -6.8892  4.2367  6.0367  0.038
C  -6.0534  5.2390  6.3023  -0.612
O  -5.9106  5.7816  7.3680  0.119
O  -5.3906  5.5284  5.1849  -0.001
C  -4.4888  6.6318  5.3039  -0.038
H  -9.4530  4.8628  6.4655  0.081
H  -9.5165  4.3361  8.1561  0.078
H  -8.5214  5.7229  7.6960  0.074
H  -8.0576  2.8189  6.8455  0.123
H  -7.0849  3.6974  8.0267  0.123
H  -3.8060  6.4897  6.1382  0.098
H  -5.0469  7.5579  5.4341  0.097
H  -3.9243  6.6682  4.3772  0.087
C  9.5035  -6.4496  1.7287  -0.069
C  8.9376  -5.1001  2.1162  -0.220
O  7.9796  -4.6251  1.1634  0.033
C  6.7667  -5.1831  1.2506  -0.613
O  6.4352  -6.0108  2.0620  0.113
O  6.0045  -4.6666  0.2994  0.014
C  4.6748  -5.2027  0.2401  -0.036
H  9.9201  -6.4109  0.7213  0.079
H  10.2937  -6.7376  2.4230  0.076
H  8.7301  -7.2156  1.7497  0.073
H  9.7206  -4.3437  2.1204  0.120
H  8.4842  -5.1272  3.1068  0.122
H  4.1874  -5.1282  1.2082  0.079
H  4.7081  -6.2422  -0.0846  0.097
H  4.1267  -4.6046  -0.4799  0.045
C  0.8868  0.5833  -6.2018  -0.057
C  -0.3640  1.1265  -5.5499  -0.195
O  -0.4115  2.5650  -5.6005  0.046
C  -0.7553  3.0769  -6.7724  -0.610
O  -1.0564  2.4631  -7.7669  0.110
O  -0.7196  4.4084  -6.6751  0.006
C  -1.0262  5.0967  -7.8872  -0.046
H  1.7773  1.0210  -5.7498  0.087
H  0.9328  -0.4988  -6.0814  0.091
H  0.9018  0.8135  -7.2657  0.057
H  -0.3884  0.8735  -4.4924  0.115
H  -1.2652  0.7199  -6.0092  0.121
H  -1.9827  4.7696  -8.2890  0.094
H  -0.2428  4.9331  -8.6259  0.096
H  -1.0734  6.1503  -7.6281  0.091
C  3.6189  -3.0443  -11.4863  -0.067
C  2.4215  -3.8464  -11.0250  -0.216
O  1.7376  -3.2113  -9.9362  0.037
C  0.9484  -2.1907  -10.2740  -0.614
O  0.7444  -1.7954  -11.3938  0.118
O  0.4235  -1.6905  -9.1613  0.010
C  -0.4177  -0.5476  -9.3542  -0.037
H  4.2879  -2.8464  -10.6482  0.082
H  4.1680  -3.5980  -12.2484  0.078
H  3.3093  -2.0900  -11.9095  0.074
H  2.7355  -4.8096  -10.6275  0.121
H  1.7208  -4.0250  -11.8404  0.121
H  -1.2007  -0.7578  -10.0793  0.098
H  0.1715  0.3057  -9.6842  0.100
H  -0.8597  -0.3227  -8.3900  0.078

Values from the calculation:
* HOMO level: -4.099 eV
* charge: -1


The records above give, respectively, electronic energy values of -5788.9020; -5443.6203 Ha.
The records above give, respectively, LUMO energy values of -0.66; 2.16 eV.